Here is 2 unconnected molecules or ions with the total composition C6H13NO2 from the OMol25 dataset. Energies are from ωB97M-V/def2-TZVPD.

Kohn-Sham gap: 0.3668 Eh
SMILES: CC(=O)ON.C/C=C\C
HOMO level: -9.036 eV
ΔE to the lowest compared entry with this formula, charge and spin: 2.5578 eV
2S+1: 1
charge: 0

Last column: Mulliken charge in e.
Geometry (Å):
C 0.730840 2.137087 0.083429  -0.969
C -0.582172 1.513991 0.449763  0.921
O -1.034805 1.379828 1.557423  -0.598
O -1.337615 1.308338 -0.680287  -0.220
N -2.644552 0.793352 -0.466175  -0.496
H 1.509884 1.385097 0.189270  0.142
H 0.728135 2.477785 -0.947069  0.317
H 0.953493 2.953019 0.766121  0.360
H -3.290093 1.572673 -0.592193  0.257
H -2.672040 0.514447 0.520454  0.279
C 0.669571 -1.193693 -1.698427  -1.196
C -0.251987 -1.481743 -0.559205  0.001
C 0.036347 -1.469191 0.741849  -0.131
C 1.379088 -1.304833 1.380840  -1.184
H 1.682618 -0.968946 -1.376253  0.278
H 0.703861 -2.055070 -2.366483  0.371
H 0.288056 -0.348759 -2.271562  0.241
H -1.262253 -1.725743 -0.862528  0.364
H -0.752127 -1.716537 1.441866  0.366
H 2.165863 -1.101267 0.659070  0.263
H 1.341014 -0.470539 2.082720  0.268
H 1.638878 -2.199296 1.947376  0.365

Cartesian forces, eV/Å:
C 0.18 -0.50 -0.05
C -1.35 1.09 -0.28
O 0.37 -0.35 -0.20
O 0.51 0.20 0.27
N -0.09 -0.50 0.26
H 0.13 -0.05 0.04
H -0.04 0.04 -0.02
H -0.10 -0.02 0.04
H 0.33 0.06 0.15
H -0.03 0.21 -0.21
C 0.00 -0.08 0.07
C 0.11 -0.06 0.32
C 0.05 -0.66 -0.34
C -0.15 0.40 -0.07
H 0.09 0.02 -0.03
H 0.06 0.01 -0.10
H 0.01 0.05 -0.08
H -0.16 0.13 0.11
H -0.18 0.07 -0.01
H 0.10 -0.06 -0.02
H 0.10 0.02 0.14
H 0.05 -0.01 0.00


Here is a molecular structure, C31H57BrN4O12PS2 from the OMol25 dataset. Energies are from ωB97M-V/def2-TZVPD.

Kohn-Sham gap: 0.2678 Eh
HOMO level: -11.048 eV
2S+1: 1
charge: +1

Last column: Mulliken charge in e.
Geometry (Å):
C -5.139877 5.942319 -3.673200  -1.146
C -3.983976 5.053851 -4.222702  -0.277
O -3.473909 4.121828 -3.263145  -0.174
C -2.458728 3.317012 -3.886514  -0.958
C -2.283368 2.004535 -3.019408  -0.284
O -2.402517 2.227448 -1.615829  -0.128
N -1.382177 1.796509 -0.832475  1.654
C -1.596712 0.566665 -0.066953  -0.487
C -2.012646 -0.601714 -1.065213  -0.609
C -1.892320 -2.025296 -0.438003  -0.472
O -2.688050 -2.851980 -0.795154  -0.530
C -2.629779 0.848746 1.087647  0.009
S -2.800514 -0.504408 2.372812  -0.159
O -3.876085 0.972576 0.495101  0.182
C -4.790510 -0.096693 0.346171  -0.204
C -6.005001 -0.171400 1.356499  -1.218
N -2.157943 2.142130 1.896273  0.589
S -2.015786 1.801732 3.681861  0.027
P -3.557120 3.308303 1.873817  0.996
N -4.861566 2.708764 2.545852  -0.860
O -3.476197 4.672621 2.842300  -0.496
O -3.907520 3.896002 0.371025  -0.421
C -0.758927 2.617624 1.479302  -0.388
Br -0.487783 4.342853 2.519784  0.073
C 0.511202 1.887769 2.103315  0.777
C 1.801869 2.596297 2.344776  -0.826
C 2.933813 1.928352 2.917121  -0.526
N 3.039859 0.631813 3.312419  -0.610
C 1.895994 -0.020753 3.041866  -0.538
C 0.685899 0.499429 2.474044  -0.005
C -0.581103 2.855186 -0.114150  1.401
C -0.836031 4.315767 -0.600854  -0.122
C 0.405540 5.250492 -0.812219  -1.163
O 1.325047 5.395879 0.276343  0.037
C 1.729360 6.687899 0.524281  0.027
O 2.515475 6.898914 1.393470  -0.458
C 0.876688 2.426068 -0.624858  -1.898
C 0.972758 2.417796 -2.220544  0.604
C 2.440275 2.873385 -2.593312  0.259
O 3.386053 2.375296 -2.070433  -0.499
O 2.638533 3.893743 -3.527685  -0.518
H -4.807818 6.632215 -2.859841  0.270
H -5.946083 5.272273 -3.263466  0.269
H -5.633967 6.561002 -4.469349  0.369
H -4.346029 4.557926 -5.164641  0.286
H -3.127725 5.727255 -4.514994  0.283
H -1.499705 3.879006 -4.033797  0.119
H -2.885273 3.014064 -4.880834  0.613
H -1.386260 1.408410 -3.334455  0.202
H -3.162645 1.360895 -3.316010  0.476
H -0.591646 0.195207 0.251354  -0.138
H -2.969199 -0.403605 -1.596949  0.146
H -1.213144 -0.558582 -1.863372  0.536
H -1.053997 -2.259970 0.276176  0.330
H -1.932193 -1.521206 2.078700  0.220
H -5.313063 0.090001 -0.640499  0.297
H -4.376473 -1.129110 0.185183  0.260
H -5.622499 -0.254208 2.413212  0.237
H -6.649605 0.735604 1.331096  0.336
H -6.583657 -1.118469 1.187732  0.391
H -2.355536 2.964423 4.332540  0.229
H -4.698180 1.743739 2.841666  0.326
H -3.374015 5.455332 2.257130  0.367
H -4.885062 3.851580 0.323460  0.388
H 1.967890 3.660219 2.054946  0.243
H 3.864611 2.530726 3.067097  0.376
H 1.905623 -1.110675 3.298609  0.392
H -0.149858 -0.202015 2.286040  -0.043
H -1.560299 4.904478 0.026666  0.450
H -1.320975 4.387256 -1.617976  -0.557
H 1.003517 5.020002 -1.739076  0.202
H -0.025708 6.273216 -1.025722  0.714
H 1.335935 7.575219 -0.039416  0.363
H 1.108927 1.356003 -0.372357  0.520
H 1.710728 3.028554 -0.212680  0.788
H 0.246835 3.106257 -2.709989  -0.646
H 0.884134 1.364525 -2.596268  0.335
H 1.851375 3.874000 -4.104238  0.375
C 0.933559 -6.792749 0.394239  -0.787
C 0.644636 -5.580964 -0.474523  -0.410
O 0.777278 -4.343921 0.215747  -0.268
C 2.065358 -4.049346 0.733648  0.033
C 3.137511 -3.939677 -0.335869  -1.156
H 0.344300 -6.757948 1.312875  0.288
H 0.696947 -7.711420 -0.144523  0.410
H 1.986673 -6.837989 0.682667  -0.006
H -0.392005 -5.629791 -0.813878  0.328
H 1.268070 -5.583624 -1.374707  0.329
H 2.345791 -4.779281 1.499500  0.349
H 1.975720 -3.084054 1.239935  -0.055
H 3.328869 -4.906145 -0.806798  0.204
H 4.074649 -3.589289 0.100223  0.453
H 2.831680 -3.246425 -1.122743  0.352
C 6.629211 -8.791019 2.616235  -1.038
C 5.554471 -8.791737 1.543138  -0.356
O 4.808699 -7.584617 1.487592  -0.378
C 5.540323 -6.408476 1.184896  -0.040
C 6.201637 -6.443633 -0.182368  -1.210
H 6.207777 -8.511801 3.583915  0.296
H 7.084501 -9.779140 2.699253  0.387
H 7.423173 -8.076766 2.386807  0.262
H 4.835821 -9.582838 1.765257  0.331
H 5.979016 -9.023071 0.560418  0.308
H 6.271266 -6.197718 1.972107  0.335
H 4.818325 -5.589375 1.203003  -0.012
H 6.999779 -7.187675 -0.221075  0.381
H 6.640365 -5.472144 -0.417820  0.395
H 5.475423 -6.702273 -0.956253  0.287

Cartesian forces, eV/Å:
C -0.36 -0.59 0.47
C 0.02 1.51 -0.61
O 0.22 -0.13 -0.70
C -0.57 -0.60 0.62
C -0.82 -0.53 -1.75
O -1.34 0.56 -0.25
N 1.50 -0.20 0.66
C 0.03 -0.25 -1.00
C 0.97 0.79 0.43
C -0.92 0.70 -1.01
O 0.45 -0.21 0.52
C 0.16 -3.80 -0.66
S 0.23 -0.87 0.00
O 1.12 1.54 0.55
C -3.12 -1.66 -1.20
C 1.11 0.00 0.99
N 0.47 1.07 -0.15
S -0.33 -0.45 1.62
P -6.60 2.52 1.69
N 2.46 -1.01 -0.68
O 1.28 -0.69 -2.67
O 1.65 -0.44 1.67
C 2.82 1.58 0.08
Br -0.71 -0.04 -0.70
C 3.23 -1.67 1.17
C -0.78 -0.95 -0.25
C 0.10 0.77 -0.23
N -2.31 1.21 -1.22
C -0.49 -0.91 0.04
C -0.38 1.12 -0.65
C 0.98 -0.95 -1.05
C -0.43 1.29 -0.38
C -0.29 0.90 -1.11
O -0.42 0.96 -0.56
C 0.58 0.17 0.81
O -0.02 -0.23 0.02
C 0.32 -0.50 -0.37
C 0.89 0.71 0.03
C -0.21 0.04 -0.19
O -0.03 0.10 0.16
O -1.28 -1.32 0.48
H -0.16 -0.61 -0.63
H 0.74 0.63 -0.28
H 0.76 -0.64 0.55
H 0.37 0.05 0.87
H -0.71 -0.51 0.04
H -0.69 -0.22 0.13
H 0.86 0.02 0.64
H -0.53 0.80 0.59
H 0.73 0.57 0.48
H -0.74 0.79 0.40
H 0.52 -0.47 0.69
H -0.64 -0.05 0.79
H -0.30 0.16 -0.50
H -0.20 0.83 -0.46
H 0.90 0.18 0.82
H 0.26 1.22 0.58
H -0.39 0.05 -0.95
H 0.44 -0.75 -0.22
H 0.48 1.00 -0.18
H 0.07 0.06 -1.17
H -0.70 0.16 -0.11
H 0.25 -0.21 0.59
H 0.37 -0.26 -0.01
H -0.26 -1.09 0.35
H -1.02 -0.45 -0.21
H -0.12 1.06 -0.26
H 0.79 0.40 0.48
H 0.65 -0.95 -0.35
H 0.34 -0.69 1.04
H -0.61 -0.17 0.97
H 0.22 -1.03 0.16
H -0.33 -1.19 -0.27
H -0.35 1.13 0.25
H -0.69 -0.27 -0.16
H 0.32 -0.74 0.35
H -0.15 1.10 0.23
H 0.41 0.41 0.16
C 0.30 0.12 0.12
C -0.11 -0.28 -0.01
O -0.25 0.34 0.04
C 0.12 0.03 -0.05
C -0.02 -0.19 -0.12
H -0.06 -0.02 -0.08
H -0.01 0.05 0.01
H -0.02 -0.11 -0.04
H 0.02 0.22 0.06
H 0.06 -0.02 0.04
H 0.05 -0.05 -0.04
H -0.16 -0.04 -0.01
H 0.07 0.03 0.04
H -0.04 0.02 -0.02
H 0.01 0.04 0.08
C 0.13 0.22 -0.05
C 0.07 -0.10 0.10
O -0.27 0.06 0.02
C 0.02 -0.01 -0.12
C 0.13 -0.16 0.01
H -0.03 -0.08 -0.03
H -0.04 0.03 -0.01
H 0.03 -0.08 0.00
H -0.12 0.17 -0.05
H 0.07 0.02 0.02
H 0.08 -0.02 -0.03
H -0.09 -0.15 0.11
H 0.02 0.08 -0.02
H -0.03 -0.02 0.01
H -0.02 0.07 0.04


Here is C6H10 in the gas phase from the OMol25 dataset. Energies are from ωB97M-V/def2-TZVPD.

Kohn-Sham gap: 0.3432 Eh
SMILES: C[C@H]1C[C@H]2C[C@H]21
HOMO level: -8.122 eV
ΔE to the lowest compared entry with this formula, charge and spin: 3.0888 eV
2S+1: 1
charge: 0

Last column: Mulliken charge in e.
Geometry (Å):
C -0.085069 -0.451607 1.890973  -1.311
C -0.492463 -0.604784 0.424412  -0.117
C -1.227538 0.638392 -0.715826  -0.889
C -0.029075 0.443035 -1.527307  -0.068
C 1.242052 0.768153 -0.824731  -0.708
C 0.611714 -0.582650 -0.623775  -0.192
H -0.955533 -0.414685 2.555908  0.376
H 0.530876 -1.309552 2.203512  0.350
H 0.511242 0.453305 2.053239  0.309
H -1.134794 -1.477630 0.312058  0.341
H -2.165044 0.222159 -1.050987  0.308
H -1.232567 1.127858 0.294378  0.419
H -0.105502 0.383940 -2.604583  0.355
H 1.243020 1.506967 -0.025225  0.177
H 2.142403 0.773533 -1.431545  0.268
H 1.146278 -1.476436 -0.930499  0.381

Cartesian forces, eV/Å:
C -0.29 0.43 -0.35
C -0.45 -0.43 -1.71
C -0.20 -1.68 5.29
C 0.84 -0.09 -0.89
C 0.15 0.12 0.15
C 0.46 -0.44 -0.13
H 0.12 0.02 -0.10
H -0.16 0.18 -0.22
H -0.08 -0.09 0.01
H 0.13 -0.05 -0.09
H -0.14 0.20 -0.02
H -0.50 1.79 -2.00
H 0.16 0.10 0.01
H -0.07 -0.10 -0.09
H -0.14 -0.03 0.07
H 0.16 0.07 0.04


Values of energy, in order: -12016.1674 -164587.3061 -6380.7707, all in eV.